[1]
The following is a quantum chemistry calculation of a molecular structure, C6H15N2 in a non-equilibrium geometry, from the Open Molecules 2025 dataset.

The geometry in ORCA input format:
```
! wB97M-V def2-TZVPD RIJCOSX def2/J DEFGRID3
* xyz 2 2
C 2.416 1.511 1.025
C 2.374 2.731 0.356
C 1.721 -0.650 1.356
N 1.548 0.481 0.743
H 3.157 1.321 1.799
H 1.665 2.965 -0.428
H 3.093 3.497 0.628
H 1.082 -1.497 1.125
H 2.505 -0.768 2.102
H 0.604 0.659 -0.166
C -1.522 -0.003 -0.919
C -1.279 -1.318 -0.187
C -2.512 -2.212 -0.252
N -0.279 0.811 -1.130
H -2.231 0.583 -0.336
H -1.981 -0.196 -1.886
H -1.056 -1.106 0.866
H -0.415 -1.828 -0.633
H -2.758 -2.455 -1.284
H -3.374 -1.719 0.197
H -2.339 -3.139 0.288
H -0.554 1.780 -1.243
H 0.136 0.551 -2.021
*
```

The HOMO energy (spin up / spin down) comes out at -18.547 / -18.544 eV. Its expectation value of S² is 0.758. The calculation puts the max |F| at 2.37 eV/A. As for the energy above the lowest of the compared OMol25 structures with the same formula, charge and spin: 84.5 kcal per mole. The calculation puts the electronic energy at -346.34179 a.u. The value obtained for the frontier orbital gap (spin up / spin down) is 7.947 / 5.088 eV.

---

[2]
The following is a quantum chemistry calculation of a gas-phase ion, C6H15N2 (charge +2) in a non-equilibrium geometry, from the Open Molecules 2025 dataset.

The geometry in ORCA input format:
```
! wB97M-V def2-TZVPD RIJCOSX def2/J DEFGRID3
* xyz 2 2
N 1.712 -2.155 0.972
C 0.675 -1.403 1.728
C 0.271 0.031 1.269
N 0.218 0.003 -0.227
C -1.118 -0.285 -0.716
C -1.918 0.996 -1.036
C -0.773 2.012 -1.306
C 0.558 1.243 -0.976
H 1.834 -1.750 0.030
H 2.629 -2.197 1.403
H 1.444 -3.138 0.784
H 1.176 -1.220 2.719
H -0.191 -2.018 1.969
H -0.612 0.376 1.772
H 1.099 0.777 1.487
H -1.647 -0.979 -0.047
H -1.039 -0.771 -1.690
H -2.471 0.802 -1.946
H -2.625 1.437 -0.319
H -0.734 2.858 -0.620
H -0.805 2.528 -2.262
H 1.235 2.014 -0.546
H 0.997 0.973 -1.959
*
```

The HOMO energy (spin up / spin down) comes out at -19.211 / -19.132 eV. Its expectation value of S² is 0.754. The calculation puts the max |F| at 5.25 eV/A. As for the energy above the lowest of the compared OMol25 structures with the same formula, charge and spin: 58.5 kcal per mole. The calculation puts the electronic energy at -346.38322 a.u. The value obtained for the frontier orbital gap (spin up / spin down) is 11.954 / 7.007 eV.

---

[3]
The following is a quantum chemistry calculation of a gas-phase ion, C6H15N2 (charge +2) in a non-equilibrium geometry, from the Open Molecules 2025 dataset.

The geometry in ORCA input format:
```
! wB97M-V def2-TZVPD RIJCOSX def2/J DEFGRID3
* xyz 2 2
C -1.952 -0.837 0.539
C -1.711 0.683 0.414
C -0.715 1.066 -0.705
N 1.200 0.333 1.517
C 1.665 0.363 0.278
C 0.623 0.311 -0.837
C 3.028 -0.213 -0.006
N -2.311 -1.454 -0.684
H -2.815 -0.959 1.230
H -1.090 -1.349 0.965
H -2.670 1.117 0.147
H -1.407 1.090 1.375
H -0.538 2.135 -0.735
H -1.222 0.833 -1.643
H 1.928 -0.026 2.167
H 1.712 1.468 0.910
H 1.105 0.828 -1.672
H 3.485 0.209 -0.899
H 3.713 -0.049 0.827
H 2.927 -1.291 -0.151
H 0.516 -0.712 -1.198
H -3.159 -1.061 -1.115
H -2.313 -2.485 -0.723
*
```

The HOMO energy (spin up / spin down) comes out at -19.811 / -19.818 eV. Its expectation value of S² is 0.754. The calculation puts the max |F| at 4.42 eV/A. As for the energy above the lowest of the compared OMol25 structures with the same formula, charge and spin: 110.9 kcal per mole. The calculation puts the electronic energy at -346.29975 a.u. The value obtained for the frontier orbital gap (spin up / spin down) is 9.916 / 7.872 eV.

---

[4]
The following is a quantum chemistry calculation of a gas-phase ion, C6H15N2O (charge +1) in a non-equilibrium geometry, from the Open Molecules 2025 dataset.

The geometry in ORCA input format:
```
! wB97M-V def2-TZVPD RIJCOSX def2/J DEFGRID3
* xyz 1 1
C -1.596 1.264 1.267
C -0.785 1.442 0.028
C -0.250 0.146 -0.547
N 1.013 0.359 -1.508
C -1.440 -0.518 -1.376
O -1.321 -0.670 -2.588
N 0.478 -0.692 0.475
C 0.872 -2.055 -0.030
C 1.706 -0.086 0.904
H -2.532 0.714 1.125
H -2.100 2.194 1.592
H -1.071 1.026 2.161
H 0.091 2.056 0.241
H -1.407 1.885 -0.825
H 0.816 1.252 -2.005
H 0.858 -0.458 -2.165
H -2.346 -0.514 -0.794
H -0.121 -0.967 1.220
H 1.834 -1.783 -0.490
H 1.134 -2.757 0.859
H 0.052 -2.480 -0.627
H 2.264 -0.524 1.799
H 2.368 0.196 0.015
H 1.487 0.970 1.273
*
```

The HOMO energy comes out at -14.466 eV. The calculation puts the max |F| at 5.47 eV/A. As for the energy above the lowest of the compared OMol25 structures with the same formula, charge and spin: 54.8 kcal per mole. The structure (SMILES) is CC[C@](N)(C=O)[NH+](C)C. The calculation puts the electronic energy at -422.03232 a.u. The value obtained for the frontier orbital gap is 10.647 eV.

---

[5]
The following is a quantum chemistry calculation of a gas-phase ion, C6H15N2O2S (charge +1) in a non-equilibrium geometry, from the Open Molecules 2025 dataset.

The geometry in ORCA input format:
```
! wB97M-V def2-TZVPD RIJCOSX def2/J DEFGRID3
* xyz 1 1
C 0.352 1.233 0.297
C -1.515 -0.107 0.000
C 1.712 -2.398 -2.499
C -0.592 0.278 2.358
C -1.737 2.080 0.996
C 1.891 -1.168 -1.585
N 0.582 -0.556 -1.435
N -0.851 0.807 0.956
O 0.264 -1.985 0.708
O -1.357 -2.457 -1.196
S -0.455 -1.598 -0.462
H 1.228 0.768 0.749
H 0.377 2.111 -0.431
H -2.591 -0.465 0.162
H -1.531 0.386 -1.006
H 0.850 -3.082 -2.246
H 1.495 -2.303 -3.496
H 2.664 -2.845 -2.521
H -1.510 -0.245 2.620
H 0.037 -0.615 2.137
H -0.135 1.086 2.847
H -2.566 1.726 1.637
H -1.119 2.998 1.450
H -1.985 2.232 -0.138
H 2.354 -1.364 -0.538
H 2.388 -0.316 -1.998
*
```

The HOMO energy (spin up / spin down) comes out at -14.276 / -13.592 eV. The calculation puts the max |F| at 4.09 eV/A. As for the energy above the lowest of the compared OMol25 structures with the same formula, charge and spin: 85.9 kcal per mole. The calculation puts the electronic energy at -895.30113 a.u. The value obtained for the frontier orbital gap (spin up / spin down) is 9.462 / 8.232 eV.

---

[6]
The following is a quantum chemistry calculation of a gas-phase ion, C6H15N2O3 (charge +1) in a non-equilibrium geometry, from the Open Molecules 2025 dataset.

The geometry in ORCA input format:
```
! wB97M-V def2-TZVPD RIJCOSX def2/J DEFGRID3
* xyz 1 1
C -0.147 -1.870 3.214
C -0.105 -0.589 2.336
C 0.203 -0.934 0.879
O 1.473 -1.550 0.719
N -1.009 -1.869 0.315
O -0.587 -2.855 -0.201
N 0.107 0.305 0.046
C 0.050 0.073 -1.526
C -0.552 1.285 -2.171
C 0.624 2.204 -2.580
O -1.264 2.110 -1.183
H -1.149 -2.490 2.983
H -0.239 -1.457 4.231
H 0.853 -2.427 3.199
H 0.796 0.048 2.571
H -0.941 0.182 2.503
H 1.309 -2.406 0.255
H -0.875 0.820 0.329
H 0.913 0.917 0.264
H 1.084 -0.175 -1.887
H -0.716 -0.683 -1.758
H -1.318 1.095 -3.017
H 1.094 2.420 -1.610
H 0.315 3.179 -3.012
H 1.403 1.772 -3.184
H -1.318 2.894 -1.715
*
```

The HOMO energy comes out at -13.901 eV. The calculation puts the max |F| at 3.36 eV/A. As for the energy above the lowest of the compared OMol25 structures with the same formula, charge and spin: 31.7 kcal per mole. The structure (SMILES) is CC[C@@](O)(N=O)[NH2+]C[C@H](C)O. The calculation puts the electronic energy at -572.46584 a.u. The value obtained for the frontier orbital gap is 9.204 eV.

---

[7]
The following is a quantum chemistry calculation of a molecular structure, C6H15N2O9V in a non-equilibrium geometry, from the Open Molecules 2025 dataset.

The geometry in ORCA input format:
```
! wB97M-V def2-TZVPD RIJCOSX def2/J DEFGRID3
* xyz -1 2
O 1.424 1.269 -1.815
V 0.388 0.603 -0.769
O 0.986 -0.884 -0.299
O -1.224 2.405 -0.898
C -1.991 2.131 -2.052
C -2.193 0.604 -2.321
O -1.187 -0.367 -2.162
H -1.504 2.583 -2.916
H -2.992 2.523 -1.868
H -2.510 0.556 -3.363
H -3.052 0.348 -1.700
C 3.324 1.093 1.919
C 1.847 1.328 2.269
O 1.089 1.791 1.183
H 3.850 2.014 1.667
H 3.379 0.321 1.152
H 3.789 0.628 2.788
H 1.928 1.961 3.152
H 1.377 0.454 2.720
C -1.893 0.288 1.950
N -2.100 1.396 2.965
O -2.404 1.172 4.123
O -1.870 2.513 2.586
H -0.852 -0.017 2.050
H -1.975 0.639 0.921
H -2.512 -0.563 2.233
C 1.019 -3.428 -2.412
N 0.903 -4.412 -1.265
O -0.221 -4.799 -0.860
O 1.979 -4.670 -0.780
H 1.358 -2.448 -2.078
H 0.096 -3.260 -2.966
H 1.743 -3.772 -3.152
*
```

The HOMO energy (spin up / spin down) comes out at -5.126 / -5.112 eV. Its expectation value of S² is 0.756. The calculation puts the max |F| at 3.79 eV/A. The calculation puts the electronic energy at -1968.04011 a.u. The value obtained for the frontier orbital gap (spin up / spin down) is 7.991 / 5.182 eV.

---

[8]
The following is a quantum chemistry calculation of a gas-phase ion, C6H15N2S (charge +1) in a non-equilibrium geometry, from the Open Molecules 2025 dataset.

The geometry in ORCA input format:
```
! wB97M-V def2-TZVPD RIJCOSX def2/J DEFGRID3
* xyz 1 3
C 1.574 0.622 -0.043
C 3.180 0.156 0.045
C -3.036 0.157 0.486
C -1.390 -1.805 0.310
C -0.948 0.508 -0.847
C -1.535 -0.222 0.368
N 0.484 0.161 -1.143
N 3.836 0.950 0.838
S 3.814 -0.851 -1.061
H 1.171 0.139 0.831
H 1.717 1.724 -0.156
H -3.829 -0.451 0.069
H -3.305 0.085 1.475
H -3.139 1.117 0.031
H -1.267 -2.252 1.274
H -0.519 -2.084 -0.320
H -2.329 -2.111 -0.130
H -1.562 0.270 -1.807
H -1.169 1.664 -0.706
H -1.115 0.150 1.331
H 3.331 1.469 1.550
H 4.891 0.949 1.009
H 0.433 -0.889 -1.359
H 0.711 0.544 -2.046
*
```

The HOMO energy (spin up / spin down) comes out at -9.118 / -12.903 eV. Its expectation value of S² is 2.005. The calculation puts the max |F| at 6.03 eV/A. As for the energy above the lowest of the compared OMol25 structures with the same formula, charge and spin: 0.0 kcal per mole. The calculation puts the electronic energy at -744.88353 a.u. The value obtained for the frontier orbital gap (spin up / spin down) is 6.069 / 6.849 eV.

---

[9]
The following is a quantum chemistry calculation of C6H15N3 in the gas phase in a non-equilibrium geometry, from the Open Molecules 2025 dataset.

The geometry in ORCA input format:
```
! wB97M-V def2-TZVPD RIJCOSX def2/J DEFGRID3
* xyz 0 1
C -2.652 0.258 -0.619
C -1.617 0.437 0.483
N -0.323 -0.512 0.297
C -0.419 -1.889 0.729
C 0.376 -0.271 -0.956
C 1.610 -0.143 -0.096
N 2.562 -1.147 -0.301
N 1.913 0.836 0.706
C 1.430 2.171 0.518
H -2.874 -0.798 -0.769
H -2.283 0.676 -1.553
H -3.584 0.756 -0.351
H -2.025 0.062 1.423
H -1.345 1.483 0.600
H -0.968 -1.931 1.669
H -0.917 -2.524 -0.014
H 0.579 -2.268 0.951
H 0.121 0.665 -1.452
H 0.381 -1.127 -1.644
H 2.664 -1.456 -1.256
H 3.445 -0.945 0.147
H 1.203 2.494 -0.507
H 2.203 2.852 0.892
H 0.521 2.321 1.105
*
```

The HOMO energy comes out at -7.294 eV. The calculation puts the max |F| at 5.26 eV/A. As for the energy above the lowest of the compared OMol25 structures with the same formula, charge and spin: 64.3 kcal per mole. The structure (SMILES) is CCN(C)C/C(N)=N\C. The calculation puts the electronic energy at -401.78480 a.u. The value obtained for the frontier orbital gap is 8.228 eV.

---

[10]
The following is a quantum chemistry calculation of 2 unconnected molecules or ions with the total composition C6H15N3 in a non-equilibrium geometry, from the Open Molecules 2025 dataset.

The geometry in ORCA input format:
```
! wB97M-V def2-TZVPD RIJCOSX def2/J DEFGRID3
* xyz 0 1
C 1.714 0.897 1.058
C 0.944 0.126 0.235
C 1.645 -1.046 -0.436
N -0.573 -0.247 0.601
C -1.207 0.587 1.609
C -1.030 -1.628 0.578
H 2.764 0.679 1.204
H 1.318 1.743 1.605
H 2.636 -0.765 -0.800
H 1.760 -1.892 0.242
H 1.078 -1.390 -1.303
H -2.181 0.201 1.922
H -0.590 0.699 2.508
H -1.370 1.587 1.194
H -0.350 -2.295 1.120
H -1.105 -1.971 -0.459
H -2.015 -1.743 1.042
H -0.505 -0.560 -2.686
N -1.349 -0.034 -2.458
C -1.109 0.874 -1.589
N 0.216 1.356 -1.276
H -1.904 1.535 -1.237
H 0.974 1.031 -1.868
H 0.238 2.256 -0.806
*
```

The HOMO energy comes out at -7.364 eV. The calculation puts the max |F| at 5.18 eV/A. As for the energy above the lowest of the compared OMol25 structures with the same formula, charge and spin: 90.5 kcal per mole. The structure (SMILES) is C=C(C)N(C)C.[H]/N=C\N. The calculation puts the electronic energy at -401.74313 a.u. The value obtained for the frontier orbital gap is 8.251 eV.

---

[11]
The following is a quantum chemistry calculation of 2 unconnected molecules or ions with the total composition C6H15N3 in a non-equilibrium geometry, from the Open Molecules 2025 dataset.

The geometry in ORCA input format:
```
! wB97M-V def2-TZVPD RIJCOSX def2/J DEFGRID3
* xyz 0 1
C -1.383 0.293 -2.033
C -0.547 -0.264 -1.153
C -0.584 -1.754 -0.938
N 0.507 0.461 -0.514
C 0.723 1.825 -0.971
C 1.779 -0.225 -0.341
H -1.388 1.332 -2.305
H -2.104 -0.310 -2.557
H -1.543 -2.144 -1.269
H 0.193 -2.265 -1.506
H -0.461 -1.992 0.117
H 1.113 1.896 -1.993
H 1.418 2.307 -0.283
H -0.210 2.380 -0.908
H 1.640 -1.211 0.092
H 2.320 -0.343 -1.288
H 2.400 0.360 0.338
H -0.458 -1.696 3.857
N -0.975 -1.024 3.301
C -0.251 -0.260 2.571
N -0.809 0.858 2.038
H 0.841 -0.337 2.455
H -1.811 0.925 2.121
H -0.411 1.187 1.168
*
```

The HOMO energy comes out at -8.357 eV. The calculation puts the max |F| at 1.39 eV/A. As for the energy above the lowest of the compared OMol25 structures with the same formula, charge and spin: 30.1 kcal per mole. The structure (SMILES) is C=C(C)N(C)C.[H]/N=C/N. The calculation puts the electronic energy at -401.83933 a.u. The value obtained for the frontier orbital gap is 9.171 eV.